[1]
ORCA calculation (wB97M-V/def2-TZVPD) on the ion CH2NO4S with charge -1 at a distorted geometry.

HOMO energy (alpha / beta): -4.09 / -4.09 eV
E_LUMO (alpha / beta): 3.9 / 3.9 eV
Strongest force on any atom: 6.754 eV/Å
Total charge: -1
Total energy: -21582.3204 eV
ΔE to the lowest compared entry with this formula, charge and spin: 421.78 kJ/mol

Cartesian coordinates (Å):
C 0.4965 -0.4649 0.0215
N 1.3139 0.6363 0.1003
O 1.7471 1.1964 -0.9253
O -2.3123 -0.9884 0.7848
O 1.4969 1.0795 1.2163
O -1.9487 0.6793 -1.0475
S -1.5688 0.1976 0.3080
H 0.3881 -1.0232 -1.0763
H 0.3873 -1.3125 0.6183

Cartesian forces, eV/Å:
C -2.5 -2.5 -5.7
N 0.4 -0.2 -0.9
O -0.3 -0.4 0.4
O 0.8 0.2 -0.7
O 0.4 0.8 1.5
O 0.4 -0.8 1.1
S -0.6 1.1 -0.4
H 0.6 2.3 2.4
H 0.9 -0.3 2.3

Atomic partial charges in e from the natural (NBO) method, atoms 1 to 6: atom 1 (C): -0.5310, atom 2 (N): 0.4689, atom 3 (O): -0.4734, atom 4 (O): -0.9905, atom 5 (O): -0.4601, atom 6 (O): -0.9751

[2]
ORCA calculation (wB97M-V/def2-TZVPD) on a cluster of 2 separate species, C3H8N2OS in total at a distorted geometry.

HOMO energy: -8.10 eV
E_LUMO: 0.9 eV
Strongest force on any atom: 3.740 eV/Å
Total energy: -19099.5158 eV
ΔE to the lowest compared entry with this formula, charge and spin: 481.10 kJ/mol

Cartesian coordinates (Å):
C -2.6343 -0.6465 0.5524
C 1.0584 -0.8909 -0.2886
C 2.3581 0.9670 0.0056
N -1.8172 -0.2248 -0.3256
N -0.9669 0.7454 -0.2677
O 1.7886 -0.2037 0.5713
S 0.4950 -2.3313 0.0622
H -2.6610 0.0082 1.4941
H -3.1388 -1.4907 0.2620
H 0.7387 -0.4043 -1.2714
H 3.2317 1.2729 0.6844
H 1.5723 1.8845 0.0739
H 2.7552 0.8757 -1.0226
H -1.9123 -0.6698 -1.2008
H -0.8675 1.1084 0.6709

Cartesian forces, eV/Å:
C 0.2 2.2 2.9
C -0.9 0.9 -1.5
C 0.1 3.5 1.4
N 0.4 1.8 0.8
N 0.7 0.5 -1.5
O 0.6 0.5 -0.8
S -0.5 -1.6 0.3
H -0.3 -1.7 -1.3
H -1.6 -1.7 0.1
H 1.3 -0.4 1.4
H -1.3 -0.6 -1.0
H 1.7 -2.2 -0.4
H -0.5 -0.3 0.5
H 0.5 -0.6 -1.4
H -0.5 -0.2 0.5

Atomic partial charges in e from the natural (NBO) method, atoms 1 to 6: atom 1 (C): -0.2512, atom 2 (C): 0.0143, atom 3 (C): -0.2796, atom 4 (N): -0.1745, atom 5 (N): -0.6282, atom 6 (O): -0.4981

[3]
ORCA calculation (wB97M-V/def2-TZVPD) on the ion C15H20Br2N2O4PS2 with charge +1 at a distorted geometry.

HOMO energy: -11.98 eV
E_LUMO: -4.7 eV
Strongest force on any atom: 3.531 eV/Å
Total charge: +1
Total energy: -198084.1922 eV

Cartesian coordinates (Å):
C -1.6088 2.9558 2.0245
C -1.1473 2.2640 1.1669
N -0.5974 1.3086 0.3574
C -0.6959 1.4537 -0.9527
C -1.2938 2.6120 -1.6605
C -0.5605 3.9538 -1.4509
O -0.9166 4.7295 -0.6329
Br 0.8856 4.3719 -2.6305
S -0.2194 0.0233 -1.7925
C -0.5822 -0.9530 -0.2070
C -2.1395 -0.9403 -0.0726
C -2.9019 -0.8919 -1.3783
N -3.7990 -0.0112 -1.5164
C -0.1061 -2.3948 -0.4415
Br -0.6120 -3.6056 1.0111
C 1.3656 -2.6162 -0.8041
C 1.6424 -4.1004 -1.1539
C 0.1141 0.0506 0.7735
C 1.6490 0.2426 0.5929
C 2.0446 1.7227 0.5668
C 3.4982 1.9606 0.3057
O 2.3393 2.2115 -0.6897
P -0.0448 -0.2925 2.6343
O 0.8115 -1.6124 2.9519
O -1.5816 -0.6634 2.8682
S 0.5971 1.1456 3.7274
H -1.9330 3.6096 2.8016
H -2.3251 2.7441 -1.3253
H -1.2663 2.3810 -2.7249
H -2.4850 -1.8422 0.4344
H -2.5064 -0.0925 0.5009
H -2.7044 -1.6343 -2.1577
H -4.2718 -0.1015 -2.4152
H -0.6895 -2.7578 -1.2895
H 1.6031 -2.0234 -1.6898
H 2.0288 -2.3615 0.0222
H 0.7494 -4.6034 -1.5218
H 2.4356 -4.1806 -1.8939
H 1.9814 -4.6198 -0.2597
H 2.2196 -0.1446 1.4376
H 2.0218 -0.1751 -0.3364
H 1.5572 2.3800 1.2807
H 3.9262 2.9511 0.2832
H 3.9935 1.1230 -0.1697
H 1.1878 -2.0303 2.1637
H -1.6636 -1.5462 3.2624

Cartesian forces, eV/Å:
C 0.1 0.0 -0.1
C 0.1 -0.5 0.5
N -0.4 1.2 -0.7
C 0.4 -1.2 -0.1
C 0.7 0.1 -0.5
C -0.3 0.4 0.5
O 0.1 0.0 0.0
Br -0.1 -0.3 -0.1
S -0.3 0.4 0.1
C -0.3 0.3 -0.3
C -0.2 -0.1 -0.3
C -0.2 0.2 0.0
N 0.2 0.1 -0.1
C 0.7 0.2 -0.3
Br 0.0 0.0 -0.1
C -0.2 -1.0 -0.1
C 0.1 0.4 0.3
C -0.1 -1.1 0.8
C 0.0 1.0 0.2
C 1.2 -0.2 0.6
C -2.2 0.3 -2.8
O -0.1 -0.1 0.1
P 0.2 1.2 1.3
O -0.3 0.3 -0.8
O 0.4 -0.5 -0.3
S -0.1 -0.2 -0.4
H -0.1 0.0 -0.1
H 0.0 0.0 0.1
H -0.2 0.0 0.0
H 0.2 0.0 0.2
H 0.1 -0.1 0.1
H 0.1 -0.1 0.1
H -0.1 0.0 0.0
H -0.1 0.0 0.1
H 0.0 0.3 0.2
H 0.0 0.3 -0.1
H 0.0 0.0 -0.1
H 0.0 0.0 -0.1
H -0.1 -0.2 -0.1
H -0.3 -0.4 0.0
H 0.0 -0.1 0.0
H -0.1 0.0 -0.1
H 0.6 -0.2 1.2
H 0.7 0.1 0.7
H -0.1 -0.4 0.2
H -0.2 0.1 0.0

Atomic partial charges in e from the natural (NBO) method, atoms 1 to 6: atom 1 (C): -0.0267, atom 2 (C): 0.0383, atom 3 (N): -0.4290, atom 4 (C): 0.3317, atom 5 (C): -0.6179, atom 6 (C): 0.4979

[4]
ORCA calculation (wB97M-V/def2-TZVPD) on a structure of composition C27H39Ge2N2Sc at a distorted geometry.

HOMO energy: -13.45 eV
E_LUMO: -7.9 eV
Strongest force on any atom: 2.136 eV/Å
Total charge: +2
Total energy: -165327.9534 eV
ΔE to the lowest compared entry with this formula, charge and spin: 0.00 kJ/mol

Cartesian coordinates (Å):
Sc 0.8112 -0.9419 1.2273
C -0.7569 3.9295 0.8963
C -0.0778 2.6308 1.3052
Ge -1.1232 0.9869 0.6628
C -2.8556 0.7170 1.6833
C -3.9532 1.6535 1.2032
C -1.5625 1.4137 -1.2050
C -1.1270 0.5791 -2.1557
Ge -0.2414 -1.0446 -1.3432
C -1.2297 -2.8280 -1.1974
C -1.4807 -3.5300 -2.5242
C 1.7969 -1.3393 -1.6294
C 2.2396 -1.6857 -3.0460
C -1.2254 0.6815 -3.5953
C -0.8081 -0.3936 -4.3802
C -0.8633 -0.3351 -5.7558
C -1.3442 0.8083 -6.3743
C -1.7544 1.8891 -5.6089
C -1.6955 1.8352 -4.2300
H -0.1561 4.7692 1.2391
H -1.7403 4.0102 1.3472
H -0.8559 4.0037 -0.1835
H 0.0197 2.5947 2.3919
H 0.9221 2.5943 0.8620
H -2.6638 0.8839 2.7418
H -3.1766 -0.3191 1.5565
H -3.7025 2.6936 1.3945
H -4.8714 1.4186 1.7351
H -4.1475 1.5311 0.1414
H -2.1154 2.3086 -1.4518
H -2.1852 -2.6278 -0.7083
H -0.6288 -3.4614 -0.5346
H -2.0965 -2.9192 -3.1812
H -2.0146 -4.4606 -2.3418
H -0.5530 -3.7760 -3.0381
H 2.0849 -2.1636 -0.9473
H 2.3044 -0.4083 -1.3268
H 1.7935 -2.6205 -3.3802
H 3.3231 -1.8052 -3.0752
H 1.9679 -0.8924 -3.7406
H -0.4422 -1.2930 -3.8832
H -0.5284 -1.1660 -6.3540
H -1.3926 0.8600 -7.4504
H -2.1158 2.7822 -6.0955
H -2.0067 2.6875 -3.6454
C 6.5365 -0.0423 0.9080
N 5.1412 0.1621 1.1990
C 4.6052 1.2002 1.8908
C 3.2606 0.9848 1.9386
N 2.9572 -0.1819 1.2718
C 4.1353 -0.6397 0.8427
H 7.1135 0.8070 1.2663
H 6.6913 -0.1501 -0.1666
H 6.8977 -0.9423 1.4069
H 5.1975 1.9941 2.2967
H 2.5098 1.5952 2.4039
H 4.2869 -1.5483 0.2877
C 0.0786 -2.3662 2.7143
C -0.7697 -1.4644 3.5503
C -2.0578 -1.8043 3.9775
C -2.7691 -0.9586 4.8112
C -2.2131 0.2374 5.2385
C -0.9409 0.6021 4.8167
C -0.2277 -0.2329 3.9746
H -0.4802 -3.2821 2.4752
H 0.9680 -2.6586 3.3084
H -2.4842 -2.7540 3.6848
H -3.7556 -1.2394 5.1415
H -2.7626 0.8848 5.9024
H -0.5063 1.5295 5.1562
H 0.8172 0.0172 3.6983

Cartesian forces, eV/Å:
Sc 1.0 -0.7 1.8
C -0.3 -0.3 -0.2
C 0.5 -0.8 0.1
Ge -1.5 1.0 -0.9
C 0.6 -0.3 -0.2
C 0.2 0.0 -0.2
C 0.3 -0.4 0.4
C 0.5 -0.8 1.0
Ge -1.0 0.7 -1.0
C 0.4 0.7 0.4
C 0.1 0.2 -0.2
C -0.6 0.6 1.1
C -0.4 -0.1 -0.2
C 0.0 0.0 -0.7
C -0.1 0.1 0.3
C 0.0 0.0 -0.3
C 0.0 -0.1 0.0
C -0.1 0.1 0.0
C 0.1 -0.2 0.1
H 0.0 0.1 0.0
H -0.2 0.1 0.0
H 0.0 0.1 -0.1
H 0.0 -0.2 0.0
H 0.0 0.0 0.1
H 0.2 -0.1 0.0
H 0.1 0.0 0.0
H -0.1 0.1 0.0
H -0.1 0.0 0.1
H -0.1 0.0 -0.1
H -0.1 0.2 -0.1
H 0.1 0.1 0.1
H -0.1 0.0 0.0
H 0.0 0.0 -0.1
H 0.0 -0.1 0.0
H 0.0 0.0 -0.1
H 0.1 0.2 -0.1
H -0.2 -0.4 0.1
H 0.0 0.0 -0.1
H 0.0 0.0 0.1
H 0.0 0.0 0.0
H 0.0 0.0 -0.2
H 0.0 -0.2 -0.1
H 0.0 0.0 -0.1
H 0.0 0.1 0.0
H 0.0 0.1 0.0
C 0.9 -0.3 -0.2
N -0.8 -0.2 -0.1
C -0.6 0.3 0.3
C 0.2 0.4 0.2
N -0.1 -0.3 0.1
C -0.1 -0.4 -0.1
H -0.1 0.0 0.0
H 0.0 0.1 0.1
H 0.0 0.1 0.0
H 0.1 0.1 0.1
H -0.1 0.1 0.1
H 0.0 -0.1 -0.1
C 0.3 -0.2 -0.1
C 0.5 0.4 -0.1
C 0.0 0.1 -0.2
C 0.1 -0.2 -0.1
C 0.4 0.2 0.0
C -0.2 0.3 0.1
C 0.3 -0.5 -0.6
H 0.3 0.2 -0.2
H -0.1 0.0 -0.3
H 0.0 0.0 -0.1
H -0.1 -0.1 0.1
H -0.1 0.1 0.1
H 0.0 0.1 0.1
H -0.3 -0.1 0.3

Atomic partial charges in e from the natural (NBO) method, atoms 1 to 6: atom 1 (Sc): 1.8015, atom 2 (C): -0.6166, atom 3 (C): -0.7299, atom 4 (Ge): 0.9424, atom 5 (C): -0.7492, atom 6 (C): -0.6191

[5]
ORCA calculation (wB97M-V/def2-TZVPD) on a cluster of 9 separate species, C45H57F5O6S in total at a distorted geometry.

HOMO energy (alpha / beta): -10.16 / -10.16 eV
E_LUMO (alpha / beta): -4.6 / -8.7 eV
Expectation value of S²: 0.77
Strongest force on any atom: 4.484 eV/Å
Multiplicity: 2
Total charge: +1
Total energy: -84282.5050 eV

Cartesian coordinates (Å):
C -17.0866 10.3899 -21.4771
C -16.8748 8.9550 -21.7789
C -17.7715 8.6324 -22.9390
O -17.8507 9.8845 -23.6003
C -17.1605 10.9646 -22.9468
H -16.3093 10.8975 -20.9059
H -18.0080 10.5924 -20.9311
H -16.9322 8.2072 -20.9880
H -15.9224 8.7960 -22.2846
H -18.6992 8.2900 -22.4804
H -17.4266 7.9035 -23.6723
H -17.7287 11.8935 -22.9956
H -16.1782 11.2202 -23.3443
C -14.1582 3.1531 -16.1472
C -13.4570 4.4757 -15.7556
C -14.2789 5.0455 -14.6220
O -15.6172 4.5147 -14.8586
C -15.6226 3.4987 -15.8838
H -13.8142 2.4132 -15.4244
H -13.9591 2.6183 -17.0759
H -13.3981 5.2958 -16.4711
H -12.4238 4.3270 -15.4418
H -14.3357 6.1225 -14.4645
H -13.9690 4.4798 -13.7433
H -16.0127 3.8621 -16.8346
H -16.2704 2.6930 -15.5385
C -16.1985 7.7397 -16.4139
C -17.4021 7.8315 -17.3213
C -18.5811 7.8953 -16.2729
O -18.0556 7.6000 -15.0117
C -16.6545 8.0530 -15.0345
H -15.3978 8.4511 -16.6163
H -15.8332 6.7217 -16.5495
H -17.4557 7.0203 -18.0474
H -17.3426 8.8143 -17.7888
H -19.2789 7.0786 -16.4582
H -19.0739 8.8529 -16.4405
H -16.1307 7.4190 -14.3191
H -16.4888 9.0747 -14.6927
O -21.1458 5.1256 -20.6352
S -19.9601 4.5773 -21.3371
O -19.6921 4.7399 -22.8126
O -18.6462 5.2835 -20.5166
C -17.3703 4.9077 -21.0178
C -16.4212 4.4988 -19.8890
C -19.7600 2.8406 -20.7892
H -17.0103 5.7819 -21.5604
H -17.6040 4.1855 -21.8001
H -16.9499 3.7797 -19.2633
H -16.2847 5.3945 -19.2831
H -15.4214 4.2239 -20.2251
H -20.6862 2.2979 -20.9779
H -19.5364 2.7020 -19.7314
H -18.8414 2.4531 -21.2297
F -13.0378 3.1864 -20.9020
C -12.1445 3.3015 -19.8474
C -12.0053 4.5486 -19.2263
C -11.1380 4.7102 -18.1094
C -10.4026 3.5751 -17.6977
C -10.4847 2.3268 -18.3375
C -11.4477 2.2044 -19.3823
H -12.4928 5.4455 -19.5789
H -11.0858 5.6936 -17.6661
H -9.7607 3.7476 -16.8465
H -9.9325 1.4697 -17.9811
H -11.5179 1.2508 -19.8845
F -18.7455 1.1465 -17.7124
C -19.0416 -0.1975 -18.0198
C -18.6944 -1.2633 -17.1885
C -19.0020 -2.5349 -17.5731
C -19.5733 -2.8478 -18.8066
C -19.8976 -1.8177 -19.6390
C -19.6614 -0.5033 -19.2227
H -18.1954 -1.0601 -16.2525
H -18.7205 -3.3721 -16.9516
H -19.7730 -3.8702 -19.0916
H -20.1327 -2.1037 -20.6535
H -19.9894 0.3514 -19.7957
F -21.7391 0.4711 -22.7117
C -20.5533 0.8413 -23.1222
C -20.4437 1.8790 -24.0262
C -19.1448 2.3034 -24.4675
C -18.0241 1.5791 -24.0894
C -18.1585 0.4531 -23.3205
C -19.4235 0.1128 -22.8370
H -21.2765 2.5404 -24.2139
H -18.9437 3.2307 -24.9833
H -17.0221 1.8404 -24.3962
H -17.2444 -0.0732 -23.0886
H -19.6329 -0.8245 -22.3429
F -21.9576 5.1895 -14.9566
C -22.8837 5.6212 -15.8378
C -22.6362 5.3323 -17.1634
C -23.6050 5.8113 -18.0284
C -24.7336 6.5115 -17.6013
C -24.9362 6.8022 -16.2907
C -24.0164 6.2909 -15.4000
H -21.9092 4.6644 -17.6014
H -23.5520 5.5344 -19.0709
H -25.4580 6.8201 -18.3405
H -25.8093 7.4118 -16.1106
H -24.1643 6.3918 -14.3350
F -16.5436 0.8955 -20.6988
C -15.8512 -0.0863 -20.0123
C -14.5880 0.3430 -19.5411
C -13.7767 -0.5325 -18.8580
C -14.2325 -1.8126 -18.6246
C -15.4876 -2.2684 -19.1503
C -16.3102 -1.3538 -19.7765
H -14.4301 1.3878 -19.7641
H -12.8273 -0.1437 -18.5204
H -13.6931 -2.4329 -17.9241
H -15.8482 -3.2674 -18.9546
H -17.1977 -1.8014 -20.1990

Cartesian forces, eV/Å:
C 0.2 1.8 -0.6
C 1.8 -2.0 -0.5
C -0.6 0.9 0.7
O -0.5 1.0 -1.5
C -0.9 -1.1 2.0
H 0.3 -0.3 0.0
H -0.2 -0.2 -0.2
H -0.2 0.3 0.3
H 0.8 0.4 0.7
H -0.8 0.2 -0.7
H 0.2 -0.2 0.3
H -0.4 -0.3 -0.1
H 0.2 -0.6 -0.3
C 0.1 -0.1 1.4
C 0.8 1.0 -0.7
C -1.1 -2.7 0.3
O -0.3 0.2 -0.7
C 0.5 0.6 0.2
H -0.1 0.0 0.4
H 0.1 0.8 -0.5
H -0.2 -0.5 -0.9
H 0.0 -0.2 0.0
H 0.2 -0.2 -0.2
H 0.2 0.7 0.6
H -0.5 0.4 0.0
H 0.2 -0.1 0.0
C 1.2 -0.2 -0.7
C -0.6 1.4 0.8
C 0.0 -1.4 -1.8
O 1.5 1.5 0.4
C -1.2 -1.8 1.2
H 0.1 -0.2 -0.6
H 0.4 0.0 0.7
H -0.2 0.2 0.1
H -0.3 -0.2 -0.6
H -0.4 0.3 -0.2
H -0.1 0.2 0.8
H -0.1 0.0 0.2
H -0.5 0.3 -0.4
O 2.7 -1.2 -2.1
S 0.1 1.9 0.3
O -1.1 -0.6 4.3
O -2.4 -0.8 -0.2
C 0.3 0.2 -1.1
C -1.0 0.8 -0.2
C 0.5 0.3 0.0
H 0.4 0.0 0.0
H 0.9 -0.5 0.0
H 0.4 -0.4 0.0
H 0.0 0.0 0.2
H -0.2 -0.4 -0.2
H 0.3 0.1 -0.5
H -0.4 1.0 0.3
H -0.5 -0.2 -0.8
F 0.8 -0.2 0.9
C -0.3 0.9 0.5
C 0.8 0.2 0.7
C -0.7 -2.1 -2.0
C 0.0 0.7 0.1
C -1.8 1.6 -0.3
C 1.2 -0.4 0.3
H -0.4 -0.2 -0.3
H 0.3 -0.2 0.2
H 0.3 -0.4 0.0
H 0.1 0.0 -0.1
H -0.2 -0.1 -0.2
F -0.5 -2.3 -0.4
C 0.0 0.1 -0.3
C 0.4 1.7 0.5
C 0.1 -1.5 -0.2
C 0.2 0.0 0.8
C 0.6 0.4 -0.4
C -0.1 1.2 -0.1
H 0.0 -0.1 0.2
H 0.0 0.1 0.4
H 0.1 -0.1 0.0
H -0.7 0.6 -0.1
H 0.1 -0.1 -0.5
F -1.1 -0.5 0.9
C 1.8 0.8 -2.5
C 1.5 1.9 0.0
C -0.8 -0.7 1.0
C 0.0 0.3 -0.4
C -0.7 -0.1 0.6
C 0.2 -1.4 0.4
H -0.2 -0.2 -0.2
H -0.7 0.0 -0.3
H 0.0 0.3 -0.2
H -0.2 -0.5 0.2
H 0.4 -0.1 0.4
F -0.2 0.0 0.5
C 0.4 -0.3 -0.1
C -1.3 0.3 -0.7
C -0.7 -0.3 -0.5
C 0.6 -0.2 -1.7
C 0.0 -0.1 -0.3
C 0.4 0.1 1.2
H 0.5 0.2 0.6
H 0.2 0.1 -0.2
H 0.0 0.1 -0.1
H 0.0 -0.2 0.9
H 0.2 0.2 0.1
F 1.2 -2.7 1.6
C -1.1 2.5 -1.2
C 0.0 0.3 0.0
C 0.1 1.6 -0.7
C -0.2 -0.6 0.6
C -0.2 1.4 0.3
C -0.7 -2.5 -0.7
H 0.8 0.2 0.2
H 0.1 -0.3 0.3
H 0.2 -0.3 -0.2
H 0.1 -0.1 -0.1
H -0.5 0.7 0.0

Atomic partial charges in e from the Mulliken method, atoms 1 to 6: atom 1 (C): -0.5869, atom 2 (C): -0.0823, atom 3 (C): -0.2476, atom 4 (O): -0.4531, atom 5 (C): -0.5068, atom 6 (H): 0.3651